{"formula": "C6H5NO2", "method": "wB97M-V/def2-TZVPD", "symbols": ["C", "C", "C", "C", "C", "C", "N", "O", "O", "H", "H", "H", "H", "H"], "positions_angstrom": [[-0.342, 0.084, 1.857], [-1.078, 0.904, 0.939], [-0.891, 0.748, -0.425], [0.087, -0.133, -0.861], [0.978, -0.720, 0.070], [0.676, -0.637, 1.404], [0.326, -0.287, -2.300], [1.313, -0.883, -2.589], [-0.351, 0.241, -3.124], [-0.549, 0.094, 2.917], [-1.864, 1.555, 1.291], [-1.556, 1.316, -1.060], [1.880, -1.226, -0.238], [1.370, -1.056, 2.118]], "lowdin_charge": [-0.074, -0.043, -0.013, -0.123, 0.013, -0.115, -0.394, 0.085, 0.098, 0.109, 0.102, 0.120, 0.120, 0.116], "gap_ev": 9.66, "max_force_ha_per_bohr": 0.0775, "smiles": "O=[N+]([O-])c1ccccc1"}